a | Molecular formula: C4H10N2O
Method: DFT, the ωB97M-V functional and the def2-TZVPD basis

Summary:
LUMO	0.841	eV
gap between HOMO and LUMO	9.6637	eV
highest occupied orbital energy	-8.8	eV

The geometry in ORCA input format:
```
! RIJCOSX wB97M-V def2-TZVPD def2/J DEFGRID3
* xyz 0 1
C 1.233 -0.732 -1.001
C -2.385 0.292 0.485
C 1.846 0.635 -1.058
N -0.040 -0.558 0.975
C -1.083 -0.258 -0.035
O -0.124 0.000 2.301
N -0.689 -0.332 -1.213
H 0.152 0.921 2.168
H 0.210 -1.541 1.037
H 1.751 -1.423 -0.340
H 1.183 -1.239 -1.958
H -3.018 0.584 -0.352
H -2.216 1.165 1.120
H -2.895 -0.462 1.090
H 1.229 1.330 -1.627
H 2.011 1.046 -0.059
H 2.834 0.572 -1.533
*
```

Löwdin atomic charge list, values in e, 8 entries: C -0.136; C -0.034; C -0.147; N -0.080; C -0.480; O -0.063; N 0.156; H 0.091

b | Molecular formula: C4H10N2O
Method: DFT, the ωB97M-V functional and the def2-TZVPD basis

Summary:
LUMO	0.896	eV
gap between HOMO and LUMO	10.3158	eV
highest occupied orbital energy	-9.4	eV
structure (SMILES)	C[C@@H](CN)NC=O

The geometry in ORCA input format:
```
! RIJCOSX wB97M-V def2-TZVPD def2/J DEFGRID3
* xyz 0 1
C 1.060 -1.661 -0.199
C -0.130 -0.797 0.142
C 0.216 0.376 1.047
N 0.695 -0.172 2.326
N -0.740 -0.338 -1.127
C -1.053 0.932 -1.517
O -0.519 1.967 -1.198
H 1.454 -2.257 0.615
H 1.844 -1.085 -0.689
H 0.810 -2.378 -0.989
H -0.921 -1.351 0.634
H 0.915 1.091 0.619
H -0.708 0.939 1.205
H 0.542 0.411 3.139
H 1.708 -0.222 2.241
H -0.832 -1.011 -1.868
H -1.776 0.939 -2.352
*
```

Löwdin atomic charge list, values in e, 8 entries: C -0.063; C -0.361; C -0.251; N 0.000; N 0.046; C -0.363; O 0.019; H 0.074

c | Molecular formula: C4H10N2O
Method: DFT, the ωB97M-V functional and the def2-TZVPD basis

Summary:
LUMO	0.772	eV
gap between HOMO and LUMO	8.8662	eV
highest occupied orbital energy	-8.1	eV
structure (SMILES)	NN[C@@H](O)C1CC1

The geometry in ORCA input format:
```
! RIJCOSX wB97M-V def2-TZVPD def2/J DEFGRID3
* xyz 0 1
N 1.868 -1.318 -1.584
N 0.648 -1.205 -0.854
C 0.524 0.480 -0.270
O -0.226 1.325 -1.064
C -0.131 -0.059 0.898
C -1.616 -0.015 1.044
C -1.027 1.159 1.759
H 1.725 -1.284 -2.593
H 2.273 -2.223 -1.365
H -0.154 -1.254 -1.484
H 1.560 0.804 -0.131
H 0.317 1.602 -1.811
H 0.478 -0.683 1.533
H -2.178 0.211 0.146
H -2.049 -0.805 1.646
H -0.904 1.132 2.831
H -1.107 2.132 1.300
*
```

Löwdin atomic charge list, values in e, 8 entries: N -0.075; N -0.086; C -0.300; O 0.008; C -0.224; C -0.179; C -0.057; H 0.059

d | Molecular formula: C4H10N2O
Method: DFT, the ωB97M-V functional and the def2-TZVPD basis

Summary:
LUMO	0.739	eV
gap between HOMO and LUMO	9.2034	eV
highest occupied orbital energy	-8.5	eV

The geometry in ORCA input format:
```
! RIJCOSX wB97M-V def2-TZVPD def2/J DEFGRID3
* xyz 0 1
C -0.060 -1.651 -0.060
C 1.756 0.415 1.169
C 0.924 0.648 -0.054
N -0.060 -0.258 -0.461
H 1.431 1.043 -0.934
H 0.854 -2.104 -0.450
H -0.121 -1.761 1.027
H -0.931 -2.134 -0.503
H 2.424 -0.440 1.015
H 1.143 0.199 2.046
H 2.388 1.279 1.382
N -2.019 0.726 -1.322
C -1.255 0.614 -0.172
O -1.757 0.761 0.945
H -2.879 0.199 -1.427
H -1.849 0.833 -2.315
H 0.010 1.631 0.112
*
```

Löwdin atomic charge list, values in e, 8 entries: C -0.072; C -0.078; C -0.274; N -0.178; H 0.106; H 0.088; H 0.081; H 0.085

Least stable of them? a.

a | Molecular formula: C4H10N2O
Method: DFT, the ωB97M-V functional and the def2-TZVPD basis

Summary:
LUMO	0.884	eV
gap between HOMO and LUMO	8.3364	eV
highest occupied orbital energy	-7.5	eV
structure (SMILES)	CN/C(O)=C(\C)N

The geometry in ORCA input format:
```
! RIJCOSX wB97M-V def2-TZVPD def2/J DEFGRID3
* xyz 0 1
C 1.977 -1.255 -0.501
N 0.971 -0.844 0.477
C -0.603 -0.548 0.007
O -1.036 -1.779 0.224
C -0.819 0.720 -0.338
C -0.281 1.997 0.223
N -2.313 0.469 -0.299
H 2.889 -1.606 -0.005
H 2.227 -0.424 -1.172
H 1.589 -2.072 -1.118
H 1.344 -0.103 1.066
H 0.049 -2.123 0.628
H -0.687 2.245 1.211
H -0.571 2.810 -0.454
H 0.808 1.967 0.301
H -2.724 -0.364 -0.712
H -2.821 0.910 0.463
*
```

Löwdin atomic charge list, values in e, 8 entries: C -0.144; N -0.103; C -0.344; O -0.028; C -0.259; C -0.059; N 0.021; H 0.076

b | Molecular formula: C4H10N2O
Method: DFT, the ωB97M-V functional and the def2-TZVPD basis

Summary:
LUMO	0.611	eV
gap between HOMO and LUMO	8.0272	eV
highest occupied orbital energy	-7.4	eV

The geometry in ORCA input format:
```
! RIJCOSX wB97M-V def2-TZVPD def2/J DEFGRID3
* xyz 0 1
C 2.363 0.332 0.364
C -1.564 -1.397 0.417
N 1.153 -0.184 0.516
C 0.021 0.520 0.063
C -1.219 0.004 0.003
N -2.313 0.842 -0.263
O 0.274 1.816 -0.280
H 1.241 1.925 -0.138
H 0.954 -1.079 0.954
H -3.020 0.419 -0.850
H -2.030 1.747 -0.614
H 3.124 -0.020 -1.588
H 3.138 -0.243 0.877
H 2.883 0.610 -1.022
H -0.833 -2.126 0.070
H -1.648 -1.479 1.503
H -2.523 -1.688 -0.012
*
```

Löwdin atomic charge list, values in e, 8 entries: C -0.085; C -0.046; N -0.021; C -0.347; C -0.329; N 0.091; O 0.031; H 0.073

Least stable of them? a.

a | Molecular formula: C4H10N2O
Method: DFT, the ωB97M-V functional and the def2-TZVPD basis

Summary:
LUMO	0.732	eV
gap between HOMO and LUMO	7.7987	eV
highest occupied orbital energy	-7.1	eV

The geometry in ORCA input format:
```
! RIJCOSX wB97M-V def2-TZVPD def2/J DEFGRID3
* xyz 0 1
C -1.841 0.170 -0.222
C 1.701 -0.773 0.628
N -0.225 -0.722 -1.709
N -0.570 -0.597 -0.347
C 0.649 0.128 0.054
C 0.748 1.473 0.055
O -2.045 0.572 1.085
H -1.372 1.237 1.311
H 0.399 -1.524 -1.802
H -0.660 -1.465 0.221
H -2.651 -0.500 -0.516
H -1.780 0.988 -0.944
H 1.368 -1.183 1.584
H 1.921 -1.610 -0.035
H 2.629 -0.231 0.786
H 1.698 1.925 0.285
H 0.031 2.111 -0.432
*
```

Löwdin atomic charge list, values in e, 8 entries: C -0.231; C -0.039; N -0.031; N -0.241; C -0.356; C 0.032; O -0.024; H 0.084

b | Molecular formula: C4H10N2O
Method: DFT, the ωB97M-V functional and the def2-TZVPD basis

Summary:
LUMO	0.834	eV
gap between HOMO and LUMO	10.1113	eV
highest occupied orbital energy	-9.3	eV
structure (SMILES)	CN(C)C(=O)CN

The geometry in ORCA input format:
```
! RIJCOSX wB97M-V def2-TZVPD def2/J DEFGRID3
* xyz 0 1
C -1.777 -0.351 -1.242
N -0.660 0.318 -0.526
C 0.683 0.486 -1.382
C -0.808 0.202 0.811
O -1.819 -0.224 1.371
C 0.596 0.430 1.592
N 1.663 -0.587 1.411
H -2.685 -0.114 -0.657
H -1.808 0.103 -2.235
H -1.474 -1.402 -1.238
H 1.388 1.478 -1.475
H 0.442 0.329 -2.463
H 1.302 -0.483 -1.212
H 1.001 1.374 1.203
H 0.237 0.487 2.650
H 1.271 -1.476 1.317
H 2.448 -0.573 2.075
*
```

Löwdin atomic charge list, values in e, 8 entries: C -0.052; N -0.133; C -0.039; C -0.470; O 0.022; C -0.170; N -0.012; H 0.092

c | Molecular formula: C4H10N2O
Method: DFT, the ωB97M-V functional and the def2-TZVPD basis

Summary:
LUMO	0.925	eV
gap between HOMO and LUMO	9.9569	eV
highest occupied orbital energy	-9.0	eV
structure (SMILES)	CN(C)C=O.C=N

The geometry in ORCA input format:
```
! RIJCOSX wB97M-V def2-TZVPD def2/J DEFGRID3
* xyz 0 1
C 2.123 1.314 0.926
N 1.065 0.460 0.442
C -0.151 0.435 1.211
C 1.244 -0.277 -0.663
O 2.247 -0.293 -1.341
H 2.966 1.222 0.243
H 1.790 2.354 0.957
H 2.431 1.011 1.930
H -0.878 -0.221 0.732
H -0.570 1.443 1.282
H 0.048 0.074 2.224
H 0.354 -0.886 -0.903
C -2.619 -1.038 -1.665
N -2.130 -1.513 -0.616
H -3.165 -1.592 -2.434
H -2.494 0.023 -1.844
H -2.262 -2.516 -0.482
*
```

Löwdin atomic charge list, values in e, 8 entries: C -0.049; N -0.204; C -0.069; C -0.355; O 0.005; H 0.083; H 0.089; H 0.090

d | Molecular formula: C4H10N2O
Method: DFT, the ωB97M-V functional and the def2-TZVPD basis

Summary:
LUMO (alpha / beta)	0.371 / 0.370	eV
gap between HOMO and LUMO (alpha / beta)	7.5670 / 7.5659	eV
highest occupied orbital energy (alpha / beta)	-7.2 / -7.2	eV
structure (SMILES)	C/C(N)=C/CNO

The geometry in ORCA input format:
```
! RIJCOSX wB97M-V def2-TZVPD def2/J DEFGRID3
* xyz 0 1
C -1.963 -0.996 0.057
C -0.758 -0.117 0.306
N -1.025 1.246 0.300
C 0.349 -0.643 0.989
C 1.448 -0.487 -0.011
N 2.195 0.713 -0.078
O 2.443 1.196 -1.381
H -1.652 -2.014 -0.171
H -2.597 -1.028 0.948
H -2.566 -0.588 -0.754
H -0.380 1.834 0.804
H -1.949 1.573 0.064
H 0.245 -1.681 1.283
H 0.680 -0.488 -0.991
H 2.126 -1.344 -0.057
H 1.816 1.456 0.504
H 1.587 1.370 -1.811
*
```

Löwdin atomic charge list, values in e, 8 entries: C -0.034; C -0.407; N 0.141; C -0.141; C -0.288; N -0.136; O -0.086; H 0.082

Least stable of them? d.

a | Molecular formula: C4H16O3
Method: DFT, the ωB97M-V functional and the def2-TZVPD basis

Summary:
LUMO	0.556	eV
gap between HOMO and LUMO	11.7964	eV
highest occupied orbital energy	-11.2	eV
structure (SMILES)	CCCC.O.O.O

The geometry in ORCA input format:
```
! RIJCOSX wB97M-V def2-TZVPD def2/J DEFGRID3
* xyz 0 1
C -2.013 0.293 -1.626
C -2.237 -0.369 -0.255
C -1.054 -0.163 0.682
C -1.164 -1.005 1.957
H -2.246 1.351 -1.560
H -2.748 -0.076 -2.350
H -1.008 0.232 -2.031
H -2.502 -1.423 -0.335
H -3.080 0.168 0.181
H -1.049 0.877 1.005
H -0.080 -0.377 0.231
H -2.064 -0.770 2.530
H -0.388 -0.744 2.676
H -1.080 -2.067 1.721
O 3.623 -0.491 0.326
H 3.695 -0.847 1.215
H 3.594 -1.228 -0.305
O 0.974 -1.068 -2.379
H 0.506 -1.907 -2.286
H 0.620 -0.583 -1.624
O 0.932 2.825 1.256
H 1.445 3.018 2.050
H 1.548 2.343 0.693
*
```

Löwdin atomic charge list, values in e, 8 entries: C -0.103; C -0.262; C -0.283; C -0.116; H 0.070; H 0.074; H 0.040; H 0.102

b | Molecular formula: C4H16O3
Method: DFT, the ωB97M-V functional and the def2-TZVPD basis

Summary:
LUMO	0.518	eV
gap between HOMO and LUMO	10.7765	eV
highest occupied orbital energy	-10.3	eV
structure (SMILES)	CC(C)C.O.O.O

The geometry in ORCA input format:
```
! RIJCOSX wB97M-V def2-TZVPD def2/J DEFGRID3
* xyz 0 1
C -1.425 0.996 -0.392
C 0.039 0.528 -0.253
C 0.207 -0.996 -0.089
C 0.948 1.179 -1.261
H -1.371 2.081 -0.349
H -1.853 0.544 -1.360
H -2.156 0.638 0.429
H 0.537 0.950 0.598
H 0.763 -1.259 0.788
H 0.688 -1.433 -1.025
H -0.862 -1.442 0.164
H 1.922 0.845 -1.479
H 0.405 1.403 -2.194
H 1.246 2.160 -0.993
O -0.259 1.341 3.867
H 0.415 2.047 4.369
H -0.136 0.545 4.373
O -2.769 -0.196 3.343
H -3.016 -0.893 4.003
H -3.069 0.658 3.758
O 3.670 -3.178 -5.666
H 3.257 -3.784 -4.960
H 2.818 -2.734 -5.671
*
```

Löwdin atomic charge list, values in e, 8 entries: C -0.089; C -0.505; C -0.083; C -0.113; H 0.064; H 0.101; H 0.089; H 0.102

Least stable of them? b.

a | Molecular formula: C4H7NOS
Method: DFT, the ωB97M-V functional and the def2-TZVPD basis

Summary:
LUMO	0.608	eV
gap between HOMO and LUMO	9.1077	eV
highest occupied orbital energy	-8.5	eV
structure (SMILES)	C=C(C)S.N=C=O

The geometry in ORCA input format:
```
! RIJCOSX wB97M-V def2-TZVPD def2/J DEFGRID3
* xyz 0 1
C -0.285 -0.306 1.400
C -0.845 0.191 0.309
C -1.506 -0.645 -0.745
S -0.955 1.932 -0.006
H -0.242 -1.370 1.559
H 0.164 0.308 2.159
H -0.902 -1.523 -0.963
H -1.656 -0.069 -1.656
H -2.481 -0.980 -0.393
H -0.139 2.317 0.972
N 1.603 0.294 -0.927
C 2.592 -0.004 -0.333
O 3.484 -0.128 0.390
H 1.168 -0.018 -1.766
*
```

Löwdin atomic charge list, values in e, 8 entries: C -0.061; C -0.804; C -0.142; S 0.773; H 0.065; H 0.052; H 0.078; H 0.058

b | Molecular formula: C4H7NOS
Method: DFT, the ωB97M-V functional and the def2-TZVPD basis

Summary:
LUMO	0.245	eV
gap between HOMO and LUMO	9.2768	eV
highest occupied orbital energy	-9.0	eV
structure (SMILES)	C=C(C#N)SC.O

The geometry in ORCA input format:
```
! RIJCOSX wB97M-V def2-TZVPD def2/J DEFGRID3
* xyz 0 1
C -0.866 -0.485 -0.301
C 0.352 0.053 -0.268
C 1.338 -0.409 0.671
N 2.133 -0.728 1.443
S 0.986 1.366 -1.258
C -0.383 2.514 -1.558
H -0.919 -1.212 0.505
H -1.724 -0.329 -0.924
H -0.005 3.268 -2.115
H -0.898 2.984 -0.739
H -1.079 1.924 -2.140
O 0.198 -2.739 2.396
H -0.282 -3.438 1.932
H 1.150 -2.769 2.355
*
```

Löwdin atomic charge list, values in e, 8 entries: C 0.042; C -0.639; C -0.277; N 0.173; S 0.895; C -0.368; H 0.059; H 0.071

Least stable of them? b.

a | Molecular formula: C2H7O
Method: DFT, the ωB97M-V functional and the def2-TZVPD basis

Summary:
LUMO	4.532	eV
gap between HOMO and LUMO	6.7325	eV
highest occupied orbital energy	-2.2	eV

The geometry in ORCA input format:
```
! RIJCOSX wB97M-V def2-TZVPD def2/J DEFGRID3
* xyz -1 1
O -1.648 -0.659 -1.980
H -1.849 0.150 -2.464
C 0.205 -0.657 0.511
C 0.689 0.792 0.611
H 0.987 -1.400 0.691
H -0.246 -0.806 -0.484
H -0.575 -0.854 1.247
H 1.689 0.888 0.189
H 0.014 1.416 0.033
H 0.733 1.129 1.646
*
```

Löwdin atomic charge list, values in e, 8 entries: O -0.632; H -0.218; C -0.200; C -0.190; H 0.043; H 0.009; H 0.050; H 0.045

b | Molecular formula: C2H7O
Method: DFT, the ωB97M-V functional and the def2-TZVPD basis

Summary:
LUMO	3.351	eV
gap between HOMO and LUMO	5.1243	eV
highest occupied orbital energy	-1.8	eV

The geometry in ORCA input format:
```
! RIJCOSX wB97M-V def2-TZVPD def2/J DEFGRID3
* xyz -1 1
O -3.606 2.485 -0.997
H -2.825 2.849 -0.565
C 1.990 -0.738 0.974
C 1.555 -1.816 -0.019
H 1.478 0.203 0.789
H 3.069 -0.593 0.917
H 1.744 -1.042 1.991
H 0.609 -2.263 0.294
H 1.336 -1.380 -0.994
H 2.309 -2.590 -0.147
*
```

Löwdin atomic charge list, values in e, 8 entries: O -0.739; H -0.260; C -0.174; C -0.177; H 0.066; H 0.054; H 0.055; H 0.061

Least stable of them? b.